Here is 14 unconnected molecules or ions with the total composition C46H106O34S7 in a non-equilibrium geometry from the OMol25 dataset. Energies are from the ωB97M-V functional and the def2-TZVPD basis.

Calculated values
- Energy above the lowest of the compared OMol25 structures with the same formula, charge and spin: 322.79 kJ/mol
- Electronic energy: -194869.7847 eV
- F_max: 3.83 eV Å⁻¹

Geometry as ORCA input:
```
! wB97M-V def2-TZVPD RIJCOSX def2/J DEFGRID3
* xyz 0 1
C -14.589 -8.786 -4.392
C -13.581 -8.731 -5.499
C -13.012 -7.322 -5.443
O -13.703 -6.663 -4.360
C -14.233 -7.672 -3.457
H -14.695 -9.749 -3.892
H -15.553 -8.580 -4.857
H -14.003 -8.993 -6.469
H -12.832 -9.483 -5.251
H -13.160 -6.858 -6.418
H -11.942 -7.245 -5.252
H -15.091 -7.397 -2.843
H -13.445 -7.925 -2.748
C -29.204 -7.684 -13.923
C -28.292 -8.654 -13.215
C -27.774 -7.894 -12.044
O -27.908 -6.539 -12.362
C -28.510 -6.332 -13.607
H -30.215 -7.614 -13.519
H -29.262 -7.944 -14.980
H -27.440 -8.839 -13.870
H -28.792 -9.608 -13.051
H -26.758 -8.151 -11.745
H -28.378 -8.080 -11.157
H -27.672 -6.158 -14.283
H -29.130 -5.438 -13.673
C -19.865 -12.294 0.023
C -20.377 -13.149 -1.081
C -19.753 -12.515 -2.329
O -19.721 -11.151 -2.056
C -19.626 -10.986 -0.664
H -18.922 -12.794 0.244
H -20.481 -12.195 0.918
H -21.461 -13.222 -1.171
H -20.142 -14.213 -1.048
H -20.311 -12.723 -3.243
H -18.684 -12.688 -2.451
H -20.317 -10.190 -0.384
H -18.613 -10.725 -0.358
C -16.415 -6.877 -19.749
C -17.711 -6.792 -18.968
C -18.670 -7.683 -19.816
O -17.788 -8.530 -20.486
C -16.390 -8.366 -20.306
H -15.556 -6.672 -19.109
H -16.390 -6.110 -20.524
H -18.110 -5.779 -19.032
H -17.546 -7.005 -17.912
H -19.182 -7.105 -20.586
H -19.444 -8.154 -19.209
H -15.850 -8.588 -21.226
H -16.000 -9.052 -19.555
O -26.589 -15.830 -7.218
S -25.700 -15.401 -8.321
O -24.726 -14.337 -8.118
O -25.042 -16.752 -8.995
C -23.798 -16.545 -9.650
C -23.819 -17.523 -10.826
C -26.932 -14.877 -9.721
H -22.995 -16.644 -8.920
H -23.599 -15.531 -9.995
H -24.045 -18.535 -10.491
H -22.840 -17.533 -11.307
H -24.535 -17.351 -11.630
H -27.709 -15.635 -9.822
H -26.298 -14.650 -10.578
H -27.488 -13.964 -9.509
O -19.358 0.522 -4.615
S -19.773 -0.702 -5.345
O -21.144 -1.057 -5.661
O -18.864 -0.962 -6.698
C -19.224 -1.985 -7.551
C -17.947 -2.739 -7.922
C -19.069 -2.166 -4.334
H -19.845 -1.735 -8.412
H -19.866 -2.679 -7.008
H -18.204 -3.672 -8.424
H -17.261 -3.020 -7.124
H -17.463 -2.074 -8.637
H -19.715 -2.276 -3.464
H -18.018 -1.965 -4.124
H -19.128 -3.070 -4.941
O -14.884 -1.601 -15.055
S -15.708 -0.460 -14.686
O -16.999 -0.665 -13.994
O -14.739 0.673 -13.872
C -15.388 1.725 -13.106
C -14.672 1.738 -11.750
C -15.861 0.506 -16.214
H -16.475 1.795 -13.085
H -15.244 2.639 -13.683
H -13.598 1.888 -11.859
H -14.797 0.811 -11.190
H -15.156 2.524 -11.170
H -14.836 0.583 -16.578
H -16.340 1.424 -15.875
H -16.387 -0.101 -16.952
O -31.063 -8.429 -20.000
S -30.680 -8.579 -21.425
O -31.423 -8.000 -22.541
O -29.114 -7.964 -21.553
C -28.044 -8.469 -20.719
C -27.645 -7.289 -19.746
C -30.417 -10.392 -21.655
H -27.221 -8.861 -21.317
H -28.508 -9.218 -20.077
H -26.988 -7.578 -18.926
H -28.557 -6.864 -19.328
H -27.220 -6.474 -20.333
H -29.850 -10.774 -20.806
H -29.908 -10.576 -22.602
H -31.356 -10.943 -21.705
O -27.002 -0.025 -10.909
S -25.601 -0.144 -11.133
O -25.131 -0.431 -12.467
O -24.896 1.256 -10.644
C -23.631 1.596 -11.176
C -23.006 2.604 -10.195
C -24.867 -1.272 -9.946
H -23.659 2.094 -12.145
H -23.033 0.715 -11.408
H -23.477 3.586 -10.166
H -21.979 2.701 -10.548
H -22.949 2.184 -9.190
H -25.627 -1.968 -9.592
H -24.642 -0.678 -9.060
H -23.998 -1.737 -10.412
O -28.759 -8.774 -2.957
S -27.682 -9.189 -3.868
O -27.926 -9.656 -5.231
O -26.449 -8.041 -3.782
C -25.448 -8.025 -4.760
C -24.661 -6.713 -4.608
C -26.736 -10.460 -2.957
H -25.922 -8.009 -5.741
H -24.751 -8.863 -4.730
H -24.062 -6.680 -3.698
H -25.317 -5.847 -4.515
H -23.965 -6.584 -5.438
H -26.802 -10.118 -1.924
H -25.722 -10.477 -3.356
H -27.371 -11.301 -3.236
O -14.283 -12.657 -13.802
S -15.487 -12.157 -13.160
O -16.239 -12.785 -12.061
O -15.377 -10.568 -12.724
C -14.702 -9.623 -13.500
C -13.608 -9.010 -12.558
C -16.794 -11.805 -14.456
H -15.378 -8.844 -13.851
H -14.192 -10.002 -14.386
H -13.012 -9.763 -12.042
H -14.112 -8.324 -11.876
H -12.963 -8.361 -13.150
H -16.359 -11.109 -15.173
H -17.632 -11.390 -13.895
H -16.938 -12.797 -14.884
C -20.537 -9.532 -9.761
O -21.065 -9.104 -11.046
C -21.193 -7.824 -11.261
O -21.201 -6.969 -10.378
O -21.318 -7.607 -12.567
C -21.589 -6.326 -13.089
H -21.097 -9.196 -8.888
H -19.505 -9.224 -9.592
H -20.431 -10.613 -9.680
H -21.329 -6.281 -14.146
H -21.022 -5.567 -12.551
H -22.607 -5.956 -12.969
C -17.099 -19.585 -1.193
O -17.718 -18.895 -2.337
C -16.935 -18.411 -3.363
O -15.744 -18.670 -3.515
O -17.718 -17.696 -4.230
C -17.035 -16.976 -5.278
H -16.238 -20.199 -1.458
H -17.768 -20.358 -0.815
H -16.795 -18.847 -0.450
H -16.693 -17.587 -6.114
H -16.181 -16.391 -4.936
H -17.710 -16.317 -5.823
C -22.042 -0.623 -18.461
O -21.238 -0.328 -19.611
C -21.317 -1.244 -20.685
O -22.040 -2.231 -20.763
O -20.489 -0.912 -21.624
C -20.337 -1.727 -22.813
H -23.030 -0.177 -18.576
H -21.575 -0.246 -17.551
H -22.048 -1.678 -18.186
H -19.746 -1.211 -23.570
H -21.314 -1.885 -23.271
H -19.954 -2.716 -22.563
*
```